[1]
19
Properties=species:S:1:pos:R:3:forces:R:3:nbo_charge:R:1 method="wB97M-V/def2-TZVPD" homo_ev=-8.52 spin_multiplicity=1 energy_ev=-93497.4614 total_charge=0 orbital_gap_ev=8.89 de_lowest_kcal_mol=0.0
Cl 3.6728 -0.9894 -0.5289 -0.3 0.2 0.0 0.0203
C 2.0075 -1.1106 -0.0344 0.8 -0.7 0.4 0.1398
C 1.5987 -2.0424 0.8319 -1.0 0.0 0.3 -0.2608
C 0.1349 -2.0930 1.0987 1.4 -0.7 -0.4 -0.2839
C -0.6468 -1.0662 0.9658 0.8 -0.8 0.3 0.1360
C -1.2109 0.0388 1.2667 -2.0 1.9 -3.6 -0.3297
C -1.8369 1.1086 0.4062 -2.0 0.1 1.9 -0.1813
C -1.5581 1.6101 -0.7628 1.5 1.6 -1.4 -0.1817
C -0.5051 1.1293 -1.6998 0.5 -1.2 -0.8 -0.5379
C 0.7589 0.7417 -0.9696 0.0 0.7 1.6 0.4092
Br 1.5203 2.1910 0.2130 -0.1 -0.4 -0.8 -0.0875
N 1.0807 -0.4248 -0.7363 -0.2 0.6 -1.8 -0.4720
H 2.2646 -2.7864 1.2549 -0.1 0.3 0.0 0.2364
H -0.3050 -3.0396 1.2865 -0.3 -0.9 0.2 0.2282
H -1.2400 0.2983 2.2401 0.0 0.7 3.4 0.2296
H -2.6999 1.7549 0.7552 1.2 -1.3 1.0 0.2200
H -1.8945 2.6498 -0.9288 -0.4 -0.9 -0.4 0.2166
H -0.8534 0.1747 -2.1750 0.4 0.8 0.2 0.2539
H -0.2877 1.8553 -2.4832 0.0 0.0 0.1 0.2448


[2]
81
Properties=species:S:1:pos:R:3:forces:R:3:lowdin_charge:R:1 method="wB97M-V/def2-TZVPD" homo_ev=-8.66 spin_multiplicity=1 energy_ev=-89942.6735 total_charge=0 orbital_gap_ev=8.03 de_lowest_kcal_mol=10.2
In 0.1669 0.2890 -1.9587 -0.1 0.4 0.1 0.7850
O 5.1160 3.5223 -2.3382 0.1 -0.1 0.0 0.1264
C 5.4571 2.2583 -2.1458 0.0 0.1 0.0 -0.5031
O 6.5969 1.9119 -1.9620 0.0 0.0 0.0 0.1037
C 4.3597 1.2491 -2.1399 0.1 0.0 0.0 -0.0347
C 4.5797 -0.0942 -1.8948 0.0 0.0 -0.1 0.0402
N 3.3896 -0.7049 -1.9008 0.1 0.0 0.1 0.0687
N 2.4077 0.1637 -2.1335 0.0 0.0 0.1 0.0129
C 2.9679 1.3519 -2.2964 0.0 0.1 0.1 -0.1337
C 2.0409 2.5076 -2.5722 0.1 -0.1 -0.1 -0.5571
O 2.5108 3.6400 -2.6321 -0.1 0.0 -0.1 0.0755
O 0.8086 2.1921 -2.7190 0.1 0.0 0.2 -0.0590
H 4.1315 3.6265 -2.4613 0.0 0.0 0.0 0.0623
H 5.5049 -0.6204 -1.7341 0.0 0.0 0.0 0.1489
H 3.1506 -1.6900 -1.8293 -0.1 0.0 -0.1 0.1270
C -0.4780 -0.7197 4.4036 -0.1 0.0 0.0 -0.0429
O -0.4497 0.5459 5.0743 0.1 0.0 -0.1 -0.0779
C -1.2600 1.5321 4.5968 -0.1 0.0 0.0 -0.2381
C -2.1179 2.1507 5.4991 0.0 0.0 0.0 0.0059
C -2.9531 3.1740 5.0876 0.0 0.0 0.0 -0.0744
C -2.9353 3.5996 3.7653 0.0 0.0 0.0 -0.0798
C -2.0588 3.0141 2.8701 0.0 0.0 0.0 -0.0191
C -1.2169 1.9807 3.2738 0.0 0.0 0.0 -0.1676
N -0.2549 1.4366 2.3838 0.0 0.0 0.0 0.1666
C -0.4833 1.0225 1.1068 0.0 -0.3 0.0 -0.3443
N -1.7805 0.7436 0.8323 0.0 0.1 -0.1 0.1652
C -2.4884 0.7748 -0.3966 0.1 -0.1 0.1 -0.1779
C -1.9370 0.5261 -1.6394 0.0 0.1 0.0 -0.1722
C -2.7803 0.5933 -2.7554 0.0 -0.1 0.0 -0.1363
C -4.1228 0.8853 -2.6287 0.0 0.0 0.0 -0.0774
C -4.6757 1.1101 -1.3703 0.0 0.0 0.0 -0.0172
C -3.8623 1.0485 -0.2571 0.0 0.0 0.0 -0.2179
O -4.2885 1.2347 1.0294 0.0 0.0 0.0 -0.1070
C -5.6328 1.6326 1.2306 0.0 0.0 0.0 -0.0645
N 0.5053 0.8296 0.2634 0.0 -0.1 0.1 0.0731
C 1.8025 1.1836 0.7635 0.0 0.1 -0.1 -0.2314
C 2.2918 2.4674 0.5231 0.0 0.0 -0.1 -0.0239
C 3.5345 2.8670 0.9781 0.0 0.0 0.0 -0.0633
C 4.3113 1.9721 1.7035 0.0 0.0 0.0 -0.0625
C 3.8283 0.7072 1.9835 0.0 0.0 0.0 0.0078
C 2.5727 0.3045 1.5323 0.0 0.0 0.0 -0.2468
O 2.1332 -0.9008 1.9971 0.0 0.0 0.1 -0.0890
C 1.4424 -1.7972 1.1313 0.0 0.0 -0.1 -0.0585
H -0.3417 -1.4759 5.1737 0.0 0.0 0.0 0.0955
H 0.3238 -0.8037 3.6727 0.0 0.0 0.0 0.0651
H -1.4435 -0.8738 3.9157 0.0 0.0 0.0 0.1010
H -2.1170 1.7976 6.5215 0.0 0.0 0.0 0.1233
H -3.6228 3.6377 5.7995 0.0 0.0 0.0 0.1061
H -3.5786 4.4049 3.4377 0.0 0.0 0.0 0.1064
H -2.0012 3.3688 1.8483 0.0 0.0 0.0 0.1287
H 0.7055 1.4305 2.6938 0.0 0.0 0.0 0.1547
H -2.3998 0.8863 1.6185 0.0 0.0 0.0 0.1217
H -2.3767 0.3973 -3.7418 0.0 0.0 0.0 0.0776
H -4.7569 0.9384 -3.5039 0.0 0.0 0.0 0.1066
H -5.7281 1.3328 -1.2727 0.0 0.0 0.0 0.1052
H -6.3253 0.8527 0.9060 0.0 0.0 0.0 0.0972
H -5.8499 2.5596 0.6948 0.0 0.0 0.0 0.0996
H -5.7433 1.7956 2.2991 0.0 0.0 0.0 0.0930
H 1.6698 3.1525 -0.0394 0.0 0.0 0.0 0.1264
H 3.8931 3.8646 0.7645 0.0 0.0 0.0 0.1157
H 5.2928 2.2614 2.0541 0.0 0.0 0.0 0.1110
H 4.4003 0.0023 2.5724 0.0 0.0 0.0 0.1237
H 1.6904 -2.7993 1.4613 0.0 -0.1 0.0 0.0892
H 1.7768 -1.6846 0.1012 0.0 0.0 0.0 0.0539
H 0.3611 -1.6484 1.1824 0.0 0.0 0.0 0.0892
O 1.5710 -4.6995 -0.3666 0.0 0.1 0.1 -0.2837
S 1.6950 -4.5229 -1.7829 0.0 0.1 0.0 0.6526
O 2.8920 -4.9546 -2.4393 0.1 0.0 0.1 -0.2739
N 1.4434 -2.9182 -2.1889 0.0 0.0 -0.1 -0.1047
C 0.4808 -2.8066 -3.0570 0.0 0.2 -0.1 -0.7360
S 0.0679 -1.3587 -3.9037 -0.1 -0.4 0.1 0.7182
C -0.2750 -4.0680 -3.3268 0.0 0.1 0.1 -0.2251
C -1.4338 -4.2397 -4.0604 0.0 0.0 -0.1 -0.0181
C -2.0177 -5.5017 -4.0703 0.0 0.0 0.0 -0.0538
C -1.4602 -6.5557 -3.3540 0.0 0.0 0.0 -0.0573
C -0.2970 -6.3809 -2.6104 0.0 0.0 -0.1 -0.0236
C 0.2718 -5.1270 -2.6272 -0.1 0.0 0.0 -0.2236
H -1.8673 -3.4069 -4.5975 0.0 0.0 0.0 0.1041
H -2.9288 -5.6634 -4.6305 0.0 0.0 0.0 0.1087
H -1.9423 -7.5241 -3.3673 0.0 0.0 0.0 0.1093
H 0.1368 -7.1910 -2.0404 0.0 0.0 0.0 0.1247